# 1
Formula: C18H47MnN2O7S2
Source: OMol25
Level of theory: ωB97M-V with the def2-TZVPD basis set

Properties
**Energy above the lowest of the compared OMol25 structures with the same formula, charge and spin**: 0.000 eV
**HOMO-LUMO gap (spin up / spin down)**: 0.201 / 0.198 Ha
**2S+1**: 6
**Charge**: +1
**E_LUMO (spin up / spin down)**: -4.525 / -4.582 eV
**HOMO energy (spin up / spin down)**: -9.983 / -9.983 eV

Last column: Löwdin charge in e.
CARTESIAN COORDINATES (ANGSTROEM)
Mn: -7.46076 20.64251 -0.82866  1.14
O: -5.97929 20.39533 -1.96994  -0.40
H: -5.26187 20.89887 -2.37554  -0.03
C: 0.50822 16.45098 -0.46794  -0.09
C: 0.35589 17.47955 -1.56590  -0.26
N: -1.03153 17.80641 -1.85790  -0.19
C: -1.17204 19.17136 -2.32727  -0.27
C: -2.60895 19.62550 -2.54810  -0.09
C: -1.71563 16.81108 -2.67063  -0.25
C: -1.35149 16.80245 -4.15307  -0.07
H: 1.56921 16.28619 -0.26898  0.08
H: 0.07739 15.48381 -0.73731  0.06
H: 0.01249 16.71658 0.46849  0.07
H: 0.90247 18.39009 -1.33027  0.11
H: 0.86666 17.02676 -2.43498  0.11
H: -0.62803 19.29926 -3.28324  0.12
H: -0.68109 19.85208 -1.62971  0.11
H: -2.56885 20.58467 -3.06305  0.05
H: -3.14846 19.70653 -1.60037  0.08
H: -3.18190 18.90195 -3.13278  0.05
H: -1.52793 15.84118 -2.20599  0.11
H: -2.79363 16.96766 -2.55083  0.09
H: -1.72876 17.71496 -4.61546  0.06
H: -0.26973 16.76545 -4.28128  0.07
H: -1.76526 15.94083 -4.67570  0.07
C: -0.18633 26.77977 -3.59861  -0.08
C: -1.35658 25.84532 -3.30238  -0.29
N: -0.98447 24.65444 -2.60102  -0.21
C: -1.71958 23.45721 -2.94035  -0.25
C: -3.22429 23.49937 -2.58957  -0.07
C: -0.71289 24.82382 -1.19427  -0.25
C: 0.08858 23.67770 -0.56889  -0.08
H: 0.39192 26.43990 -4.46002  0.07
H: 0.52892 26.76241 -2.77398  0.06
H: -0.49416 27.81179 -3.75566  0.07
H: -2.16235 26.44659 -2.82499  0.12
H: -1.86479 25.58057 -4.23858  0.11
H: -1.58245 23.26234 -4.00662  0.12
H: -1.24881 22.63484 -2.39834  0.09
H: -3.36637 23.39929 -1.51529  0.07
H: -3.61995 24.44321 -2.96351  0.06
H: -3.69298 22.65640 -3.10521  0.04
H: -1.65758 24.96422 -0.62872  0.11
H: -0.18851 25.76712 -1.04418  0.11
H: -0.55963 22.92083 -0.11955  0.06
H: 0.72761 24.06135 0.22382  0.07
H: 0.68942 23.16331 -1.31923  0.08
O: -8.65902 20.74125 -2.72193  -0.35
S: -8.89300 20.74052 -4.14796  0.58
O: -10.20985 20.60355 -4.63202  -0.21
O: -8.34963 22.07268 -4.76396  -0.22
C: -7.11479 22.65178 -4.25088  -0.25
C: -7.02419 24.08379 -4.71692  -0.05
C: -7.84561 19.56410 -4.89383  -0.09
H: -6.26982 22.06804 -4.61246  0.12
H: -7.15425 22.67022 -3.16252  0.10
H: -7.86374 24.67950 -4.36714  0.09
H: -6.89184 24.17792 -5.79112  0.09
H: -6.13339 24.48993 -4.22651  0.08
H: -7.98037 19.67805 -5.96321  0.09
H: -8.10362 18.57164 -4.52186  0.05
H: -6.83218 19.73687 -4.53009  0.07
O: -8.08146 18.66195 -0.87730  -0.35
S: -7.77963 17.31094 -1.29879  0.57
O: -8.13134 16.25905 -0.43271  -0.20
O: -8.51328 17.19405 -2.64088  -0.25
C: -8.80260 15.83498 -3.13595  -0.21
C: -9.39761 15.97584 -4.50360  -0.05
C: -6.11218 17.20525 -1.73483  -0.11
H: -9.49593 15.38086 -2.42583  0.13
H: -7.92046 15.19570 -3.04962  0.12
H: -10.16029 16.75491 -4.49145  0.09
H: -9.78342 15.02735 -4.86367  0.10
H: -8.65576 16.33737 -5.22275  0.08
H: -6.00037 16.23290 -2.21004  0.08
H: -5.51685 17.26371 -0.82692  0.10
H: -5.86990 18.02985 -2.40151  0.06

=====

# 2
Formula: C18H47N6O4P2
Source: OMol25
Level of theory: ωB97M-V with the def2-TZVPD basis set

Properties
**HOMO-LUMO gap**: 0.112 Ha
**Charge**: -1
**E_LUMO**: 1.893 eV
**HOMO energy**: -1.162 eV

Last column: Löwdin charge in e.
CARTESIAN COORDINATES (ANGSTROEM)
C: 3.39543 -0.54194 -0.83795  -0.20
C: 3.06156 -0.46041 -2.35323  -0.33
C: 1.69636 0.26580 -2.66406  -0.23
C: 1.18175 1.17448 -1.54213  -0.22
C: 2.09396 2.38904 -1.24805  -0.20
O: 2.89776 2.76326 -2.39084  -0.03
C: 4.20757 2.57643 -2.20653  -0.41
O: 4.95322 2.68925 -3.11261  0.07
H: 3.27693 -1.55236 -0.42501  -0.06
H: 4.37283 -0.09547 -0.58925  -0.06
H: 3.87220 -0.00506 -2.94991  0.07
H: 2.96535 -1.49491 -2.74237  0.07
H: 0.90935 -0.48361 -2.86190  0.07
H: 1.77133 0.88412 -3.57765  0.09
H: 0.98276 0.63865 -0.60611  0.09
H: 0.19165 1.55934 -1.86841  0.09
H: 1.42871 3.23533 -1.00941  0.11
H: 2.70356 2.10446 -0.37909  0.08
H: 4.61171 2.34824 -1.20321  0.14
O: -1.34255 -1.92816 -2.31417  -0.28
P: -2.63128 -2.64119 -2.64971  0.72
N: -1.91784 -4.02751 -3.38329  -0.33
C: -2.20924 -4.59026 -4.68360  -0.14
C: -1.11054 -4.88151 -2.52226  -0.14
N: -3.16613 -1.52142 -3.84729  -0.32
C: -3.62444 -1.86677 -5.17811  -0.15
C: -2.48074 -0.23060 -3.90081  -0.14
N: -4.24131 -3.36055 -2.67732  -0.28
C: -5.21660 -2.46506 -1.99581  -0.14
C: -4.40776 -4.67562 -2.03799  -0.14
H: -3.28321 -4.73194 -4.85951  0.06
H: -1.76086 -5.57762 -4.80583  0.07
H: -1.80210 -3.96863 -5.48529  0.07
H: -1.73113 -5.50834 -1.86386  0.06
H: -0.46011 -4.28203 -1.88109  0.08
H: -0.45793 -5.54168 -3.09379  0.08
H: -2.78906 -2.03826 -5.86694  0.07
H: -4.22491 -1.05023 -5.59434  0.07
H: -4.27920 -2.73687 -5.18487  0.06
H: -1.50278 -0.30889 -4.38707  0.09
H: -2.34076 0.18097 -2.90441  0.07
H: -3.07857 0.49920 -4.45497  0.08
H: -4.97216 -2.34363 -0.93534  0.08
H: -6.22873 -2.86616 -2.07603  0.08
H: -5.23159 -1.47618 -2.44907  0.07
H: -4.04885 -4.68213 -1.00455  0.09
H: -3.89547 -5.46345 -2.58847  0.07
H: -5.46158 -4.96132 -2.03873  0.08
O: 0.04206 1.48723 2.84859  -0.32
P: 1.19439 1.95486 3.71947  0.73
N: 0.53206 1.36296 5.20582  -0.33
C: 0.29295 2.09995 6.42571  -0.15
C: 0.42726 -0.08149 5.34476  -0.15
N: 0.83989 3.64134 3.53084  -0.32
C: 0.68198 4.59427 4.60917  -0.16
C: -0.05282 4.01270 2.43961  -0.15
N: 2.69384 2.44141 4.52104  -0.29
C: 3.66672 2.95599 3.51924  -0.14
C: 3.42439 1.41077 5.27203  -0.14
H: 1.16117 2.68799 6.74949  0.06
H: 0.06275 1.43577 7.26140  0.07
H: -0.56540 2.77070 6.32353  0.07
H: 1.40139 -0.54816 5.55377  0.06
H: 0.04321 -0.53212 4.42653  0.07
H: -0.25923 -0.36935 6.14300  0.07
H: -0.31916 4.54616 5.05665  0.07
H: 0.82009 5.61559 4.23505  0.07
H: 1.42996 4.47152 5.39073  0.06
H: -1.10140 3.80345 2.68245  0.08
H: 0.20514 3.48353 1.52544  0.06
H: 0.03751 5.08038 2.21446  0.07
H: 3.95479 2.17460 2.80767  0.08
H: 4.56671 3.32844 4.01317  0.07
H: 3.25145 3.78584 2.95113  0.07
H: 3.63076 0.52485 4.66311  0.09
H: 2.88646 1.10013 6.16743  0.06
H: 4.37455 1.81184 5.63091  0.08

=====

# 3
Formula: C18H47NNaO6
Source: OMol25
Level of theory: ωB97M-V with the def2-TZVPD basis set

Properties
**Energy above the lowest of the compared OMol25 structures with the same formula, charge and spin**: 5.144 eV
**HOMO-LUMO gap**: 0.203 Ha
**Charge**: +1
**E_LUMO**: -4.556 eV
**HOMO energy**: -10.078 eV

Last column: Löwdin charge in e.
CARTESIAN COORDINATES (ANGSTROEM)
Na: -23.23545 2.99558 -16.87169  0.94
C: -20.53604 8.82022 -21.60168  -0.02
C: -21.47201 8.82713 -20.37821  -0.50
C: -21.84941 10.32139 -20.00933  -0.11
C: -22.85878 10.99661 -21.02796  -0.16
C: -24.09986 10.09769 -21.01430  -0.17
C: -23.84568 8.62678 -21.40265  -0.45
N: -22.73882 8.12002 -20.51622  -0.19
O: -22.62786 6.82197 -20.59810  0.00
C: -25.13961 7.89020 -20.91169  -0.04
C: -23.65809 8.50424 -22.93453  -0.01
C: -20.68557 8.29542 -19.14658  -0.03
H: -20.99927 9.38432 -22.41118  0.06
H: -20.15545 7.83755 -21.88026  0.08
H: -19.65252 9.32821 -21.21509  0.08
H: -22.30563 10.35402 -19.01994  0.11
H: -21.00081 10.99470 -20.13026  0.11
H: -22.45385 11.05901 -22.03803  0.10
H: -23.12431 11.98414 -20.65063  0.11
H: -24.83615 10.63028 -21.61623  0.12
H: -24.50262 10.15502 -20.00306  0.11
H: -25.99231 8.45597 -21.28704  0.08
H: -25.24858 6.85771 -21.24362  0.07
H: -25.26187 7.94075 -19.82974  0.08
H: -24.56872 8.77492 -23.46894  0.09
H: -22.85190 9.11221 -23.34505  0.07
H: -23.47481 7.45475 -23.16493  0.08
H: -21.34496 8.44614 -18.29184  0.08
H: -19.77442 8.88051 -19.02173  0.08
H: -20.37186 7.27386 -19.36131  0.07
H: -22.29870 6.70610 -21.49243  0.09
C: -19.26508 -1.91032 -18.77882  -0.08
C: -19.48752 -0.56780 -19.51821  -0.33
O: -20.83879 -0.18919 -19.36693  -0.09
H: -19.98535 -2.69288 -19.01740  0.07
H: -19.48347 -1.62049 -17.75100  0.07
H: -18.22406 -2.22910 -18.83121  0.07
H: -19.16780 -0.65385 -20.55670  0.11
H: -18.83171 0.18517 -19.08113  0.11
H: -21.25793 -0.53314 -20.15915  0.08
C: -25.38155 -2.72708 -16.21223  -0.07
C: -24.63476 -2.56591 -14.87049  -0.34
O: -24.43309 -1.21404 -14.70582  -0.09
H: -26.23968 -2.05802 -16.27614  0.07
H: -25.62403 -3.78584 -16.30343  0.07
H: -24.71231 -2.49344 -17.04027  0.07
H: -23.63310 -2.99558 -14.85821  0.11
H: -25.23728 -2.94260 -14.04394  0.11
H: -24.89655 -0.99599 -13.89387  0.08
C: -23.87932 8.23582 -12.63373  -0.09
C: -24.65733 7.74218 -13.83893  -0.35
O: -24.78840 6.38764 -13.69410  -0.09
H: -23.50433 9.25352 -12.74222  0.07
H: -22.98348 7.70245 -12.31580  0.07
H: -24.50125 8.26957 -11.73921  0.07
H: -24.13880 7.90531 -14.78371  0.11
H: -25.64886 8.19440 -13.81726  0.12
H: -25.35319 6.31184 -12.92152  0.09
C: -29.29362 2.04342 -17.40182  -0.10
C: -29.11116 1.86110 -18.86807  -0.35
O: -27.72081 1.79047 -18.97967  -0.08
H: -28.84024 2.95724 -17.01777  0.08
H: -28.83070 1.23741 -16.83247  0.07
H: -30.36781 2.10218 -17.22639  0.08
H: -29.53032 2.73441 -19.36781  0.11
H: -29.68345 1.08172 -19.37121  0.12
H: -27.50655 1.56201 -19.88713  0.08
C: -18.94321 4.24823 -13.58135  -0.18
O: -19.09175 3.53075 -14.76294  -0.13
H: -18.29433 5.11975 -13.66786  0.08
H: -19.91955 4.54193 -13.19586  0.08
H: -18.35221 3.60699 -12.92740  0.08
H: -18.30617 3.02205 -14.97668  0.08

=====

Number 1: energy -3297.30937 a.u.. Number 2: energy -2026.03181 a.u.. Number 3: energy -1382.13669 a.u..